{"formula": "C18H22N2O2", "method": "the ωB97M-V functional and the def2-TZVPD basis", "symbols": ["O", "C", "C", "C", "C", "N", "C", "C", "N", "C", "C", "O", "C", "C", "C", "C", "C", "C", "C", "C", "C", "C", "H", "H", "H", "H", "H", "H", "H", "H", "H", "H", "H", "H", "H", "H", "H", "H", "H", "H", "H", "H", "H", "H"], "coordinates": [[0.04913, 3.27794, 4.14937], [0.59206, 2.36965, 3.28140], [1.68436, 2.75004, 2.51026], [2.25198, 1.86504, 1.62065], [1.75139, 0.56771, 1.44674], [2.39191, -0.30965, 0.57121], [2.75985, 0.17698, -0.74620], [1.54375, 0.15698, -1.67684], [1.03404, -1.19777, -1.77962], [0.06702, -1.39956, -2.82467], [-1.22025, -0.51879, -2.86299], [-0.84937, 0.76250, -3.32632], [-1.96235, -0.49263, -1.54819], [-2.67340, -1.61772, -1.14189], [-3.32447, -1.63294, 0.07707], [-3.28527, -0.52025, 0.90206], [-2.60442, 0.61296, 0.49320], [-1.95217, 0.62863, -0.72680], [0.67785, -1.73590, -0.47953], [1.90438, -1.66560, 0.43788], [0.66564, 0.19799, 2.24425], [0.09909, 1.08228, 3.14480], [-0.68005, 2.86541, 4.62649], [2.08254, 3.74552, 2.62731], [3.11624, 2.18813, 1.06221], [3.53603, -0.48443, -1.14137], [3.15897, 1.18724, -0.68970], [0.79264, 0.85270, -1.27387], [1.82153, 0.49373, -2.67676], [-0.24377, -2.44653, -2.78919], [0.57464, -1.21740, -3.77725], [-1.87774, -0.99535, -3.61382], [-1.63859, 1.31169, -3.38622], [-2.70531, -2.48671, -1.78378], [-3.86518, -2.51580, 0.38554], [-3.78945, -0.53651, 1.85696], [-2.57214, 1.48798, 1.12525], [-1.41372, 1.51433, -1.03303], [-0.14679, -1.18222, -0.00970], [0.36799, -2.77645, -0.60830], [2.71280, -2.25458, -0.00637], [1.68019, -2.08244, 1.41985], [0.23343, -0.78722, 2.17745], [-0.74503, 0.76102, 3.74248]], "forces_ev_per_angstrom": [[-0.06, 0.14, 0.11], [0.00, -0.31, -0.12], [-0.27, 0.09, 0.21], [-0.07, -0.07, -0.07], [-0.13, 0.18, 0.36], [0.39, -0.28, -0.06], [-0.22, 0.22, -0.32], [0.38, 0.08, 0.08], [0.04, 0.03, 0.10], [-0.34, 0.32, -0.20], [0.13, -0.64, -0.19], [0.08, 0.25, -0.02], [-0.16, 0.16, -0.05], [0.07, 0.12, -0.05], [-0.01, -0.13, 0.01], [-0.01, 0.04, 0.12], [-0.06, 0.01, 0.09], [0.08, -0.02, -0.18], [0.18, -0.11, 0.32], [-0.33, -0.17, -0.02], [0.14, -0.10, -0.19], [0.03, 0.32, 0.16], [0.10, 0.04, -0.07], [0.07, 0.12, 0.01], [0.09, 0.01, -0.04], [0.00, 0.08, -0.03], [0.04, -0.05, -0.01], [0.05, 0.03, -0.08], [-0.02, 0.09, 0.01], [-0.03, 0.01, -0.07], [-0.11, -0.10, -0.06], [0.12, 0.04, 0.16], [0.00, -0.02, -0.02], [-0.02, -0.12, -0.08], [-0.05, -0.07, 0.03], [-0.06, 0.00, 0.08], [0.01, 0.07, 0.07], [0.05, 0.03, -0.02], [0.07, -0.13, 0.01], [-0.04, 0.00, 0.04], [-0.06, -0.03, 0.04], [0.03, -0.02, -0.01], [-0.02, -0.08, -0.08], [-0.07, -0.03, 0.05]], "de_lowest_kj_mol": 239.7, "smiles": "Oc1ccc(N2CCN(C[C@H](O)c3ccccc3)CC2)cc1", "gap_ev": 7.8, "multiplicity": 1}

{"formula": "C12H37NO6PS6", "method": "the ωB97M-V functional and the def2-TZVPD basis", "symbols": ["N", "C", "C", "C", "C", "S", "P", "O", "O", "S", "H", "H", "H", "H", "H", "H", "H", "H", "H", "H", "H", "H", "H", "C", "S", "O", "C", "H", "H", "H", "H", "H", "H", "C", "S", "O", "C", "H", "H", "H", "H", "H", "H", "C", "S", "O", "C", "H", "H", "H", "H", "H", "H", "C", "S", "O", "C", "H", "H", "H", "H", "H", "H"], "coordinates": [[1.06388, -1.13036, -1.23813], [0.90438, -0.40361, -0.00083], [-0.50597, -0.25933, 0.53504], [-1.28170, 0.87859, -0.11693], [-2.23736, 0.39821, -1.21135], [-3.98363, 0.82115, -0.86611], [-5.07712, -1.02638, -0.51337], [-4.68920, -1.48839, 0.93221], [-6.57970, -0.62787, -0.50924], [-4.64177, -2.25166, -1.87853], [0.95116, -2.12615, -1.15624], [0.54158, -0.77246, -2.02196], [1.46747, -0.91962, 0.75033], [1.36916, 0.56442, -0.08194], [-0.41818, -0.00331, 1.58011], [-1.06445, -1.18293, 0.49469], [-0.61397, 1.61885, -0.51329], [-1.87251, 1.34306, 0.65265], [-2.08270, 0.88172, -2.15842], [-2.19218, -0.66318, -1.38095], [-3.98162, 1.45060, 0.31771], [-4.79286, -0.79084, 1.60347], [-6.84023, -0.01961, 0.20520], [5.09597, -1.65670, 3.06252], [3.36542, -1.26201, 3.27375], [3.06769, -0.10711, 2.37742], [3.50481, -0.60594, 4.93957], [5.22001, -2.04402, 2.05360], [5.69396, -0.75481, 3.20174], [5.37827, -2.42003, 3.78726], [4.21094, 0.21976, 4.96746], [3.82849, -1.39735, 5.61529], [2.51694, -0.25452, 5.23250], [7.75663, 2.46969, 5.88711], [6.27045, 1.84283, 5.10376], [6.68814, 0.72634, 4.21579], [5.97597, 3.26575, 4.05271], [8.12869, 1.69849, 6.55681], [8.50195, 2.68874, 5.12371], [7.51421, 3.36560, 6.45792], [6.84307, 3.42947, 3.41402], [5.78433, 4.13981, 4.67473], [5.10232, 3.04869, 3.44209], [-0.68029, -5.07207, -4.84674], [-0.75974, -3.87219, -3.51616], [0.61114, -3.72157, -2.97157], [-1.66327, -4.92025, -2.36772], [-0.10869, -4.62836, -5.65793], [-0.18150, -5.97303, -4.49190], [-1.68920, -5.29923, -5.18992], [-1.09737, -5.83347, -2.18717], [-2.64410, -5.15297, -2.78272], [-1.78154, -4.37003, -1.43642], [-5.50127, 3.35331, -3.27450], [-4.66042, 3.14916, -4.85279], [-3.33951, 3.80300, -4.69738], [-5.71249, 4.26428, -5.78320], [-4.92378, 2.77139, -2.55933], [-5.49969, 4.40311, -2.98201], [-6.52169, 2.97520, -3.34159], [-5.68946, 5.25244, -5.32529], [-6.72848, 3.87077, -5.80446], [-5.31937, 4.31691, -6.79510]], "forces_ev_per_angstrom": [[0.08, 0.32, -0.08], [-0.17, -0.94, -0.30], [0.23, 0.75, 0.23], [-0.66, -0.76, 0.05], [0.34, 0.35, 0.21], [-0.54, 0.40, -0.72], [0.61, -2.39, -1.39], [0.19, 0.82, 0.87], [-0.57, 1.31, 0.55], [0.20, 0.43, 0.11], [-0.08, -0.19, -0.18], [0.00, -0.06, -0.15], [0.49, -0.23, 0.37], [0.16, 0.54, -0.02], [0.08, 0.04, 0.52], [-0.13, -0.47, -0.12], [0.29, 0.43, -0.23], [-0.16, 0.53, 0.37], [0.03, 0.30, -0.48], [-0.23, -0.55, 0.05], [0.32, -0.05, 0.25], [0.10, -0.48, 0.24], [-0.39, -0.19, -0.20], [0.12, 0.02, -0.13], [0.07, -0.10, 0.09], [-0.10, 0.15, 0.01], [-0.10, 0.01, 0.12], [-0.06, -0.05, -0.02], [-0.10, -0.10, 0.02], [-0.02, -0.02, 0.01], [0.03, -0.05, -0.12], [-0.02, -0.03, -0.01], [-0.02, -0.04, 0.00], [0.06, 0.04, 0.02], [0.01, 0.26, 0.16], [0.14, 0.00, -0.02], [0.00, 0.06, -0.05], [-0.02, -0.04, 0.01], [-0.01, -0.02, -0.04], [-0.02, 0.00, 0.01], [0.02, -0.03, 0.00], [-0.01, -0.01, 0.01], [-0.02, -0.05, 0.00], [0.02, -0.06, -0.05], [-0.24, 0.00, -0.03], [0.11, 0.02, 0.12], [-0.05, -0.07, 0.01], [0.02, 0.04, 0.00], [0.02, 0.01, 0.03], [-0.01, 0.02, 0.00], [0.04, 0.01, -0.01], [-0.01, 0.00, 0.00], [0.02, 0.04, 0.00], [-0.08, 0.05, 0.01], [-0.13, -0.07, -0.08], [0.14, 0.02, 0.09], [-0.05, 0.08, 0.00], [-0.10, 0.06, 0.00], [0.05, 0.02, -0.06], [0.02, -0.05, 0.02], [0.04, 0.00, 0.02], [0.00, -0.02, -0.01], [0.03, -0.02, -0.02]], "gap_ev": 6.3, "multiplicity": 1, "total_charge": 1}

{"formula": "C11H12N2O2", "method": "the ωB97M-V functional and the def2-TZVPD basis", "symbols": ["C", "C", "N", "N", "C", "O", "C", "C", "O", "C", "C", "C", "C", "C", "C", "H", "H", "H", "H", "H", "H", "H", "H", "H", "H", "H", "H"], "coordinates": [[-2.64641, -0.38772, -0.12729], [-1.39875, -1.23688, 0.04354], [-1.45283, -2.26905, 0.76904], [-0.28240, -2.89460, 0.81729], [0.70576, -2.14467, 0.08952], [1.86344, -2.46134, -0.07227], [0.02057, -0.96612, -0.45216], [0.11532, -0.99743, -1.96524], [-0.55615, -2.10093, -2.60690], [0.63049, 0.20086, 0.24268], [0.31040, 0.39879, 1.58891], [0.87772, 1.38909, 2.36539], [1.90043, 2.17471, 1.77224], [2.23781, 1.98715, 0.46153], [1.56276, 1.02215, -0.35525], [-2.83683, -0.22736, -1.19256], [-2.69206, 0.46783, 0.43960], [-3.52023, -1.04270, 0.31273], [-0.23300, -3.70770, 1.40353], [1.11423, -1.00366, -2.22301], [-0.29729, -0.15213, -2.56476], [-0.07732, -2.96182, -2.30213], [-0.61790, -0.02737, 1.92308], [0.81829, 1.38143, 3.44193], [2.49190, 2.92614, 2.39046], [2.70798, 2.91500, 0.02637], [2.05046, 0.76095, -1.33171]], "forces_ev_per_angstrom": [[-1.21, -4.11, -0.56], [-0.66, 1.29, 0.06], [-2.26, -0.14, 0.28], [2.41, 0.94, -1.06], [0.98, -3.34, 1.37], [-0.53, 0.10, 0.05], [-2.37, 0.38, -0.59], [-2.02, 0.36, -1.64], [1.59, -2.14, 1.71], [0.52, 0.99, 0.04], [-1.19, 1.17, -0.02], [2.30, -0.35, -0.60], [0.11, 0.17, 1.89], [-1.18, 1.79, -1.70], [2.28, -0.05, 0.24], [-0.07, 0.26, 0.23], [0.39, 2.32, 1.03], [1.61, 1.12, -1.07], [0.57, -0.03, -0.09], [2.40, -0.24, -0.49], [0.01, -0.05, 1.28], [-1.29, 2.15, -0.89], [0.12, -0.82, 0.56], [-0.79, 0.31, 0.11], [-1.09, -0.96, -0.89], [0.40, -1.74, -0.01], [-1.05, 0.59, 0.76]], "de_lowest_kj_mol": 305.9, "smiles": "CC1=NNC(=O)[C@]1(CO)c1ccccc1", "gap_ev": 9.9, "multiplicity": 1}

{"formula": "C2H4NiO2", "method": "the ωB97M-V functional and the def2-TZVPD basis", "symbols": ["H", "C", "C", "O", "O", "H", "H", "Ni", "H"], "coordinates": [[-1.71175, -0.07893, 0.17996], [-0.73200, 0.16370, -1.49073], [-0.88611, -1.14783, -0.09417], [0.42124, -1.26295, 0.02023], [-0.46159, 1.06758, -0.49945], [-1.75395, 0.26293, -1.88358], [-1.34290, -1.55552, 0.82443], [1.14691, 0.41572, 0.25938], [-0.08000, -0.13616, -2.32445]], "forces_ev_per_angstrom": [[1.65, -1.34, -0.34], [-2.76, 0.97, 0.80], [0.22, 1.56, 0.81], [-0.47, 0.05, 0.69], [1.64, 0.13, -1.97], [0.28, 0.06, 0.14], [-0.69, -1.49, -0.86], [-0.44, 0.29, -0.25], [0.58, -0.24, 0.98]], "de_lowest_kj_mol": 487.2, "gap_ev": [8.3, 7.5], "s_squared": 3.76, "multiplicity": 4, "total_charge": 1}

{"formula": "C15H23BN6RuSi", "method": "the ωB97M-V functional and the def2-TZVPD basis", "symbols": ["C", "N", "N", "C", "C", "B", "N", "N", "C", "C", "C", "Ru", "N", "N", "C", "C", "C", "H", "H", "H", "H", "H", "H", "H", "H", "H", "H", "H", "C", "H", "H", "H", "C", "Si", "C", "C", "C", "C", "H", "H", "H", "H", "H", "H", "H", "H", "H"], "coordinates": [[0.67913, -2.72187, 0.17301], [0.45149, -1.80812, -0.78631], [0.09685, -2.49917, -1.93509], [0.14810, -3.83057, -1.68336], [0.52167, -4.01345, -0.35747], [-0.25996, -1.66182, -3.19604], [-1.47915, -0.78770, -2.77100], [-1.29617, 0.11308, -1.71663], [-2.43859, 0.81548, -1.56849], [-3.36799, 0.38383, -2.51841], [-2.73919, -0.63041, -3.23772], [0.43745, 0.42898, -0.67451], [0.92065, -0.66023, -3.33529], [1.28856, 0.23282, -2.29698], [2.32664, 0.99556, -2.74805], [2.62267, 0.60811, -4.04249], [1.73658, -0.41501, -4.36731], [2.69578, 1.74510, -2.07122], [1.60552, -0.98513, -5.26018], [3.38443, 1.05034, -4.65410], [-0.45681, -2.32220, -4.17752], [-3.12148, -1.24509, -4.03634], [-0.10670, -4.56450, -2.43252], [-4.35861, 0.78144, -2.62844], [0.63951, -4.94411, 0.17519], [-2.43609, 1.56743, -0.79736], [0.92147, -2.38743, 1.16931], [1.31096, 3.12906, -0.73118], [0.54259, 2.54250, -0.21155], [-0.46332, 2.96729, -0.35664], [-2.38149, -1.01776, 3.01630], [0.75371, 2.45099, 0.86602], [-1.31015, 1.96665, 4.28894], [0.18234, 1.07410, 3.53910], [1.59859, 2.36587, 3.71123], [0.62095, -0.46329, 4.53588], [-0.59537, 0.18789, 1.90982], [-1.57057, -0.44785, 2.45704], [-1.16033, 2.31455, 5.31838], [-2.17642, 1.29476, 4.28486], [-1.57619, 2.83742, 3.67458], [1.71424, 2.70555, 4.75929], [2.58488, 1.98251, 3.41317], [1.41153, 3.27870, 3.12724], [-0.15110, -1.22244, 4.35499], [1.57189, -0.89644, 4.19979], [0.67750, -0.29544, 5.61803]], "forces_ev_per_angstrom": [[-0.13, 2.58, -0.96], [0.48, -1.81, 2.72], [0.25, -3.26, 0.25], [-0.81, 2.69, -2.75], [0.34, -0.80, 1.70], [-0.54, 0.61, -0.18], [0.14, 0.50, 0.32], [0.82, 0.07, 0.39], [-0.21, -0.50, -0.58], [0.46, 0.60, 1.03], [0.97, 0.13, 0.58], [-3.29, -0.04, 0.28], [0.65, 0.85, 0.20], [0.73, -0.19, -1.83], [-0.17, -0.77, -0.91], [0.71, 1.22, 1.00], [-1.05, -0.43, 1.03], [0.44, 0.20, -0.30], [0.15, -0.22, -0.55], [0.15, -0.02, -0.31], [0.14, 0.20, 0.37], [0.03, -0.07, -0.12], [0.03, -0.06, -0.16], [-0.22, -0.06, -0.20], [0.04, -0.19, -0.04], [-0.53, 0.14, -0.08], [0.13, -0.26, 0.05], [-0.30, -0.27, -0.02], [-0.23, -1.15, -0.25], [0.39, -0.05, -0.08], [1.15, 0.86, -1.09], [0.07, 0.13, -0.36], [-2.87, 2.48, 1.22], [1.72, -3.40, 0.33], [0.06, 1.89, -0.27], [-0.59, 0.50, -0.17], [-2.44, -1.08, 1.92], [2.03, 1.20, -1.38], [0.83, -0.24, -0.11], [0.55, -0.59, -0.22], [0.49, -0.12, -0.21], [-0.51, -0.49, -0.22], [-0.36, -0.82, -0.17], [-0.17, -0.22, 0.11], [0.24, 0.04, 0.16], [0.03, 0.09, 0.04], [0.18, 0.13, -0.18]], "de_lowest_kj_mol": 61.7, "gap_ev": [7.3, 4.2], "s_squared": 6.05, "multiplicity": 5, "total_charge": 4}

How do the records compare in energy? In the order shown, they have -26097.8661; -101110.4638; -18674.8308; -47261.4478; -35952.7339 eV.
How do the records compare in F_max? In the order shown, they have 0.68; 2.83; 4.32; 3.04; 3.98 eV Å⁻¹.